No. 1
DFT (the ωB97M-V functional and the def2-TZVPD basis) results for a gas-phase ion, C5H9NOP (charge +1) in a non-equilibrium geometry.

```
17
Properties=species:S:1:pos:R:3:forces:R:3:lowdin_charge:R:1
P -0.262 0.437 1.248 1.90 2.26 -1.33 1.04
O 0.002 -0.967 0.461 -0.11 -1.32 -0.30 -0.45
N -2.622 -0.411 -0.121 -1.66 1.43 -0.52 0.12
C 1.578 1.544 -0.095 -3.19 -0.29 2.42 0.05
C 1.252 -1.510 0.351 1.88 -1.99 -0.42 -0.19
C 2.475 0.613 -0.243 -2.90 -0.74 1.00 -0.20
C -1.701 0.819 0.112 -2.61 1.86 -0.49 -0.35
C 2.365 -0.819 0.062 -0.32 0.46 -0.04 -0.09
H -2.768 -0.518 -1.130 0.83 -0.46 0.11 0.16
H 1.350 2.607 -0.173 0.56 -0.55 -0.31 0.05
H -1.545 1.115 -0.932 0.85 0.22 0.46 0.09
H -3.656 -0.302 0.137 2.06 -0.42 0.82 0.20
H 1.300 -2.655 0.427 -0.40 1.95 -0.03 0.15
H 3.355 -1.204 -0.166 -0.59 -1.22 0.57 0.12
H 3.337 0.774 -0.739 2.94 1.22 -1.68 0.07
H -2.058 -1.150 0.271 -0.55 -1.31 0.11 0.11
H -2.404 1.628 0.531 1.32 -1.09 -0.34 0.11
```
Positions in Å, forces in eV/Å.

The value obtained for the HOMO energy is -11.909 eV. The HOMO-LUMO gap is 7.87 eV. The LUMO energy is -4.04 eV. As for the net charge: +1.


No. 2
DFT (the ωB97M-V functional and the def2-TZVPD basis) results for 6 unconnected molecules or ions with the total composition C36H48BFN5O8S in a non-equilibrium geometry.

```
100
Properties=species:S:1:pos:R:3:forces:R:3:lowdin_charge:R:1
S 16.199 -28.353 6.963 -0.94 -0.62 -0.54 0.64
F 13.653 -24.345 11.314 -0.03 0.03 0.29 0.02
O 15.869 -28.871 5.652 0.14 0.75 1.55 -0.27
O 11.127 -23.665 7.771 -0.10 0.57 0.10 0.21
O 14.902 -34.980 15.250 0.30 -0.17 0.15 0.11
O 12.424 -24.384 9.440 1.14 -1.16 -0.03 0.08
O 12.662 -22.313 8.756 0.01 1.04 -1.16 0.09
O 15.663 -26.802 7.094 0.48 -0.62 0.69 -0.31
O 13.133 -34.005 14.523 -0.60 -0.03 -0.13 0.09
O 17.580 -28.269 7.347 -0.36 0.44 0.12 -0.29
N 11.420 -26.732 12.812 -1.26 -0.48 0.92 -0.05
N 14.325 -34.065 14.718 -0.06 0.06 -0.09 -0.37
N 17.264 -21.841 4.723 0.53 0.45 -0.36 -0.07
N 17.733 -24.836 10.986 -0.59 -1.03 0.82 -0.07
N 13.699 -26.332 19.396 0.66 -0.59 0.79 -0.07
C 14.252 -26.539 7.117 -0.37 0.65 -1.38 -0.27
C 11.957 -23.428 8.574 0.14 -1.21 -0.29 -0.56
C 17.669 -23.499 10.987 -0.52 -0.24 -0.95 0.02
C 15.103 -32.908 14.279 0.26 1.30 0.20 -0.14
C 14.254 -26.381 20.795 0.29 0.15 -0.46 0.06
C 16.554 -22.969 4.927 -0.12 1.10 1.02 0.05
C 17.432 -23.604 8.553 -0.20 -0.51 1.35 -0.10
C 15.273 -30.793 13.162 -0.17 -0.83 0.37 -0.08
C 15.335 -29.337 8.259 1.22 0.56 -0.88 -0.08
C 17.411 -22.871 9.779 0.43 -0.10 -0.27 0.04
C 18.004 -21.273 5.689 -0.29 -0.33 0.27 0.04
C 14.535 -31.934 13.458 0.16 0.00 -0.51 0.00
C 17.225 -21.168 3.400 -0.32 -0.44 -0.41 0.05
C 12.780 -26.578 16.849 0.04 -1.10 -0.67 -0.13
C 12.390 -26.475 19.213 -0.27 0.01 -1.00 0.03
C 10.742 -26.889 11.510 0.69 -0.59 -1.13 0.05
C 16.547 -23.509 6.202 -0.17 -0.71 -0.36 0.08
C 16.598 -30.696 13.584 0.05 1.16 -0.42 -0.09
C 12.362 -27.590 13.217 -0.02 0.39 -0.74 0.01
C 16.373 -32.716 14.778 1.25 -0.53 0.11 0.00
C 17.205 -31.669 14.346 -1.25 -0.85 -0.42 -0.05
C 13.692 -24.001 9.986 -2.74 1.20 1.60 -0.25
C 17.641 -25.572 9.889 0.30 -0.12 -0.27 0.00
C 14.159 -26.555 17.065 -0.25 0.97 1.00 0.07
C 13.464 -22.443 9.889 1.58 -1.50 0.32 -0.05
C 14.575 -26.385 18.370 0.12 -0.02 0.02 0.02
C 13.645 -26.824 5.748 -0.91 -0.11 0.50 -0.06
C 17.295 -22.945 7.242 -0.22 -0.56 -0.66 -0.13
C 12.281 -26.739 15.464 -0.84 1.03 -0.73 -0.11
C 17.740 -25.597 12.253 0.26 0.19 0.42 0.02
C 12.832 -27.584 14.517 0.19 -0.57 0.04 0.05
C 10.845 -25.909 13.718 0.02 0.39 -0.42 0.01
C 17.999 -21.802 6.966 0.65 0.85 -0.06 0.05
C 11.898 -26.585 17.914 -0.06 0.27 1.19 0.06
C 11.233 -25.886 15.023 0.92 0.03 0.15 0.05
C 17.606 -24.991 8.645 0.27 0.35 -0.24 0.07
B 15.108 -27.487 11.302 0.63 -0.02 -0.10 -0.43
H 10.094 -25.234 13.330 -0.06 -0.07 0.03 0.16
H 16.845 -25.380 12.831 0.07 0.32 -0.06 0.10
H 14.838 -30.027 12.536 0.14 0.07 -0.09 0.07
H 17.664 -26.654 12.022 0.27 -0.02 -0.01 0.08
H 12.653 -26.362 5.731 -0.05 -0.16 -0.01 0.09
H 14.467 -22.026 9.800 -0.46 0.87 -0.26 0.12
H 11.761 -26.528 20.090 -0.01 0.10 0.00 0.16
H 13.601 -32.087 12.934 -0.22 -0.14 0.44 0.12
H 13.596 -28.328 14.711 0.12 0.19 0.29 0.14
H 15.731 -29.037 9.225 0.08 0.06 -0.07 0.01
H 10.824 -26.680 17.828 0.02 -0.04 -0.37 0.14
H 16.814 -33.430 15.463 -0.25 -0.28 -0.16 0.13
H 14.251 -29.331 8.290 0.00 0.09 -0.55 0.07
H 11.093 -27.818 11.061 0.11 0.04 0.11 0.11
H 18.582 -20.402 5.418 -0.05 0.05 -0.01 0.16
H 15.605 -26.308 18.689 0.09 0.02 -0.28 0.15
H 13.472 -26.145 21.507 -0.03 -0.13 -0.02 0.11
H 17.624 -26.646 10.005 0.09 -0.03 0.00 0.14
H 15.996 -28.168 10.975 1.18 -0.89 -0.38 -0.04
H 14.216 -26.327 4.965 0.22 -0.19 0.03 0.08
H 17.757 -23.058 11.969 -0.06 0.41 -0.18 0.15
H 15.765 -30.286 7.937 -0.40 -0.32 0.34 0.08
H 14.127 -25.451 7.187 0.53 0.03 0.50 0.10
H 18.274 -31.786 14.447 0.03 0.52 0.55 0.11
H 14.241 -27.699 10.557 -1.39 -0.10 -0.64 -0.03
H 17.995 -21.543 2.727 0.21 -0.06 0.29 0.12
H 13.536 -27.883 5.530 0.11 0.03 -0.13 0.08
H 15.531 -26.403 11.224 0.06 1.54 -0.21 -0.07
H 16.271 -21.423 2.944 -0.05 0.28 0.02 0.11
H 18.657 -25.337 12.780 -0.07 -0.16 0.14 0.12
H 14.682 -27.371 20.937 -0.29 -0.11 0.16 0.12
H 12.766 -28.210 12.429 0.15 -0.18 0.23 0.11
H 17.820 -25.708 7.861 -0.54 0.43 -0.55 0.13
H 15.961 -24.406 6.365 0.07 -0.04 0.05 0.11
H 17.108 -29.793 13.260 0.34 -0.23 -0.01 0.10
H 14.862 -26.481 16.249 0.07 -0.33 0.00 0.14
H 13.754 -26.947 7.998 0.12 -0.43 -0.15 0.11
H 14.942 -27.748 12.424 -0.54 -0.17 1.38 -0.05
H 17.325 -20.096 3.527 -0.07 -0.01 0.05 0.11
H 10.843 -25.085 15.636 -0.18 -0.27 0.24 0.14
H 17.250 -21.801 9.793 0.08 0.03 -0.12 0.13
H 11.019 -26.103 10.809 -0.04 0.25 0.27 0.10
H 15.073 -25.673 20.904 -0.17 0.20 -0.18 0.11
H 12.865 -22.058 10.715 0.64 -0.25 0.44 0.15
H 14.569 -24.552 9.640 -0.21 0.30 -0.85 0.15
H 9.663 -26.997 11.583 0.02 0.31 0.50 0.12
H 15.903 -23.233 4.106 0.13 -0.54 0.06 0.16
H 18.581 -21.328 7.745 0.13 0.08 -0.17 0.14
```
Positions in Å, forces in eV/Å.

The value obtained for the HOMO energy is -14.589 eV. The HOMO-LUMO gap is 6.04 eV. The LUMO energy is -8.55 eV. As for the net charge: +3.


No. 3
DFT (the ωB97M-V functional and the def2-TZVPD basis) results for C5H9NO2 in the gas phase.

```
17
Properties=species:S:1:pos:R:3:forces:R:3:lowdin_charge:R:1
O -2.247 -0.983 -0.279 0.30 0.20 -0.11 -0.11
O 2.319 0.270 0.238 -0.19 -0.12 -0.15 0.04
N -0.691 2.139 -0.087 -0.13 0.40 -0.30 0.04
C 0.326 -1.857 0.381 -0.08 0.09 0.19 -0.02
C 1.144 0.359 -0.461 -0.44 -0.11 0.36 -0.19
C -0.475 0.820 0.326 0.38 -0.29 -0.14 -0.16
C 0.160 -0.650 -0.484 -0.30 0.21 -0.17 -0.19
C -1.329 -0.238 -0.713 0.59 -0.40 0.19 -0.43
H 1.200 1.121 -1.225 -0.07 0.06 0.08 0.15
H -0.533 -2.515 0.241 -0.01 0.13 -0.06 0.09
H -0.385 2.861 0.552 0.16 -0.22 -0.09 0.10
H 0.362 -1.617 1.450 0.03 0.00 -0.05 0.10
H 2.406 -0.587 0.676 -0.16 0.08 -0.04 0.10
H 1.249 -2.382 0.111 0.00 0.09 0.00 0.10
H -1.455 0.338 -1.649 0.03 0.21 0.24 0.14
H -0.443 0.575 1.384 -0.09 -0.08 -0.11 0.15
H -1.607 2.349 -0.461 -0.02 -0.24 0.16 0.09
```
Positions in Å, forces in eV/Å.

The value obtained for the HOMO energy is -7.874 eV. The HOMO-LUMO gap is 8.41 eV. The LUMO energy is 0.54 eV. As for the net charge: 0.